No. 1
Here is an isolated molecule of C5H7N from the Open Molecules 2025 dataset. Energies are from ωB97M-V/def2-TZVPD.

Positions of all 13 atoms, in Å:
N 0.876 -0.685 1.237
C 1.528 -0.224 0.311
C 2.251 0.255 -0.673
C -1.148 0.469 0.338
C -0.600 -0.626 1.209
C -1.458 0.301 -0.944
H 2.482 -0.368 -1.529
H 2.598 1.281 -0.651
H -1.207 1.462 0.783
H -0.932 -0.515 2.245
H -0.946 -1.607 0.863
H -1.378 -0.674 -1.423
H -1.786 1.127 -1.568

Output
2S+1: 1
SMILES string: C=C=NCC=C
energy relative to the best compared isomer or geometry (same formula, charge and spin): 50.8 kcal/mol
E_HOMO: -0.32633 hartree
LUMO energy: 1.09 eV


No. 2
Here is an isolated molecule of C5H7N at a distorted geometry from the Open Molecules 2025 dataset. Energies are from ωB97M-V/def2-TZVPD.

Positions of all 13 atoms, in Å:
C -1.089 0.063 -0.581
C -0.434 -1.257 -0.232
C 0.117 0.982 -0.481
C 1.134 0.337 0.359
N 0.407 1.418 0.974
C 0.691 -1.079 0.471
H -1.667 0.092 -1.511
H -1.798 0.361 0.211
H -0.842 -2.204 -0.551
H 0.404 1.480 -1.417
H 2.182 0.576 0.205
H -0.365 1.057 1.539
H 1.259 -1.825 1.013

Output
2S+1: 1
SMILES string: C1=C[C@@H]2N[C@@H]2C1
energy relative to the best compared isomer or geometry (same formula, charge and spin): 53.5 kcal/mol
E_HOMO: -0.32096 hartree
LUMO energy: 1.11 eV


No. 3
Here is a structure of composition C5H7N at a distorted geometry from the Open Molecules 2025 dataset. Energies are from ωB97M-V/def2-TZVPD.

Positions of all 13 atoms, in Å:
C -0.714 0.818 0.863
C 0.276 0.947 -0.263
C 0.704 -0.131 0.697
C 0.332 -1.387 -0.104
N -0.842 -1.145 -0.836
C 0.273 -0.265 -1.213
H -0.525 1.523 1.678
H -1.777 0.968 0.653
H 0.862 1.844 -0.461
H 1.551 -0.075 1.380
H 0.764 -2.386 -0.023
H -1.565 -0.457 -0.138
H 0.661 -0.255 -2.232

Output
2S+1: 1
energy relative to the best compared isomer or geometry (same formula, charge and spin): 136.9 kcal/mol
E_HOMO: -0.29705 hartree
LUMO energy: 1.18 eV


No. 4
Here is an isolated molecule of C5H7N from the Open Molecules 2025 dataset. Energies are from ωB97M-V/def2-TZVPD.

Positions of all 13 atoms, in Å:
N 0.141 -3.490 0.167
C -0.152 -2.437 -0.204
C -0.540 -1.087 -0.626
C 0.588 -0.096 -0.736
C 0.499 1.097 1.008
C 0.082 1.263 -0.463
H -1.442 -0.780 -0.070
H -0.841 -1.134 -1.689
H 1.413 0.488 0.993
H 0.811 2.035 1.439
H -0.226 0.625 1.662
H -0.994 1.453 -0.546
H 0.660 2.063 -0.936

Output
2S+1: 1
energy relative to the best compared isomer or geometry (same formula, charge and spin): 93.3 kcal/mol
E_HOMO: -0.33404 hartree
LUMO energy: 0.11 eV


No. 5
Here is an isolated molecule of C5H7N from the Open Molecules 2025 dataset. Energies are from ωB97M-V/def2-TZVPD.

Positions of all 13 atoms, in Å:
C 1.669 -0.131 0.241
C 0.515 0.612 -0.480
C -0.119 -0.479 -1.024
N -1.338 -0.644 -0.467
C -1.588 0.440 0.361
C -0.507 1.269 0.322
H 2.152 0.539 0.935
H 1.236 -0.959 0.851
H 2.389 -0.610 -0.432
H 0.369 -1.237 -1.621
H -1.791 -1.539 -0.406
H -2.517 0.499 0.908
H -0.471 2.240 0.812

Output
2S+1: 1
SMILES string: Cc1cc[nH]c1
energy relative to the best compared isomer or geometry (same formula, charge and spin): 51.0 kcal/mol
E_HOMO: -0.28746 hartree
LUMO energy: 0.98 eV


No. 6
Here is a structure of composition C5H7N at a distorted geometry from the Open Molecules 2025 dataset. Energies are from ωB97M-V/def2-TZVPD.

Positions of all 13 atoms, in Å:
C 1.171 0.768 -1.519
N 0.303 0.341 -0.372
C -1.209 0.899 0.749
C -1.353 -0.266 1.394
C -0.497 -1.337 1.037
C 0.372 -0.929 0.017
H 1.985 1.424 -1.183
H 0.598 1.314 -2.274
H 1.666 -0.073 -2.056
H -1.297 1.835 1.329
H -2.342 -0.023 1.872
H -0.483 -2.328 1.466
H 1.086 -1.625 -0.460

Output
2S+1: 1
energy relative to the best compared isomer or geometry (same formula, charge and spin): 90.2 kcal/mol
E_HOMO: -0.28313 hartree
LUMO energy: 1.05 eV


No. 7
Here is an isolated molecule of C5H7N from the Open Molecules 2025 dataset. Energies are from ωB97M-V/def2-TZVPD.

Positions of all 13 atoms, in Å:
C 0.321 -1.159 -0.466
C 1.217 0.014 -0.806
C 0.725 1.162 -0.350
C -0.534 0.944 0.424
N -0.864 -0.483 0.182
C -0.464 -0.002 1.585
H 0.821 -1.857 0.231
H -0.016 -1.709 -1.344
H 2.155 -0.110 -1.339
H 1.177 2.138 -0.478
H -1.358 1.642 0.265
H -1.844 -0.636 -0.092
H -1.390 0.054 2.164

Output
2S+1: 1
energy relative to the best compared isomer or geometry (same formula, charge and spin): 94.7 kcal/mol
E_HOMO: -0.26594 hartree
LUMO energy: 0.89 eV


No. 8
Here is an isolated molecule of C5H7N from the Open Molecules 2025 dataset. Energies are from ωB97M-V/def2-TZVPD.

Positions of all 13 atoms, in Å:
C 0.505 -1.281 -0.106
C 1.532 -0.343 -0.710
C 0.993 0.757 -0.181
C -2.207 1.385 0.276
N -1.482 0.326 0.004
C -0.133 0.005 0.498
H 0.884 -1.992 0.636
H -0.137 -1.822 -0.812
H 2.401 -0.526 -1.334
H 1.239 1.815 -0.197
H -1.598 1.964 1.014
H -1.849 -0.332 -0.679
H -0.148 0.045 1.592

Output
2S+1: 1
energy relative to the best compared isomer or geometry (same formula, charge and spin): 89.5 kcal/mol
E_HOMO: -0.30207 hartree
LUMO energy: 1.01 eV


No. 9
Here is a structure of composition C5H7N at a distorted geometry from the Open Molecules 2025 dataset. Energies are from ωB97M-V/def2-TZVPD.

Positions of all 13 atoms, in Å:
C 0.402 -1.291 0.242
C 1.355 0.155 -0.731
C 0.575 1.158 -0.631
C -0.680 0.893 0.354
N -1.880 0.453 -0.139
C -0.468 -0.440 0.917
H 0.941 -2.005 0.838
H 0.176 -1.731 -0.701
H 2.266 -0.188 -1.159
H 0.637 2.125 -1.101
H -0.794 1.742 1.027
H -1.801 -0.238 -0.869
H -0.728 -0.633 1.951

Output
2S+1: 1
energy relative to the best compared isomer or geometry (same formula, charge and spin): 118.4 kcal/mol
E_HOMO: -0.31367 hartree
LUMO energy: 0.65 eV


No. 10
Here is an isolated molecule of C5H7N at a distorted geometry from the Open Molecules 2025 dataset. Energies are from ωB97M-V/def2-TZVPD.

Positions of all 13 atoms, in Å:
C 1.509 -0.098 0.052
C 0.045 0.101 -0.255
C -0.996 -0.755 0.452
C -0.908 0.719 0.716
C -0.206 0.378 -1.650
N -0.469 0.242 -2.771
H 1.628 -0.301 1.115
H 1.936 -0.934 -0.516
H 2.062 0.809 -0.205
H -0.611 -1.428 1.216
H -1.853 -1.142 -0.096
H -0.461 1.078 1.629
H -1.690 1.346 0.296

Output
2S+1: 1
SMILES string: CC1(C#N)CC1
energy relative to the best compared isomer or geometry (same formula, charge and spin): 25.2 kcal/mol
E_HOMO: -0.38515 hartree
LUMO energy: 0.91 eV


No. 11
Here is an isolated molecule of C5H7N from the Open Molecules 2025 dataset. Energies are from ωB97M-V/def2-TZVPD.

Positions of all 13 atoms, in Å:
N -1.386 1.693 2.716
C -1.121 1.109 1.754
C -0.769 0.449 0.500
C 0.771 0.517 -1.654
C 0.743 -0.796 -0.946
C 0.443 -0.497 0.538
H -1.648 -0.061 0.088
H 0.106 0.466 -2.540
H -0.491 1.260 -0.200
H 0.057 -1.573 -1.318
H 1.775 -1.172 -1.058
H 1.288 0.012 1.009
H 0.232 -1.408 1.110

Output
2S+1: 1
energy relative to the best compared isomer or geometry (same formula, charge and spin): 103.5 kcal/mol
E_HOMO (spin up / spin down): -0.33974 / -0.34059 hartree
LUMO energy (spin up / spin down): -0.91 / -0.93 eV


No. 12
Here is a cluster of 2 separate species, C5H7N in total at a distorted geometry from the Open Molecules 2025 dataset. Energies are from ωB97M-V/def2-TZVPD.

Positions of all 13 atoms, in Å:
N 2.397 0.694 1.366
C 1.965 -0.152 0.703
C 1.445 -1.189 -0.145
C 0.215 -1.678 0.003
C -1.741 0.983 0.163
C -0.768 1.565 -0.531
H 2.107 -1.533 -0.934
H -0.165 -2.440 -0.670
H -0.453 -1.317 0.777
H -2.621 0.564 -0.319
H -1.687 0.891 1.246
H 0.120 1.963 -0.045
H -0.813 1.648 -1.614

Output
2S+1: 1
SMILES string: C=CC#N.C=C
energy relative to the best compared isomer or geometry (same formula, charge and spin): 47.1 kcal/mol
E_HOMO: -0.36959 hartree
LUMO energy: 0.42 eV


No. 13
Here is an isolated molecule of C5H7N from the Open Molecules 2025 dataset. Energies are from ωB97M-V/def2-TZVPD.

Positions of all 13 atoms, in Å:
C 1.795 -0.119 0.183
C 0.499 0.459 -0.357
C -0.180 -0.615 -0.861
N -1.424 -0.651 -0.354
C -1.660 0.526 0.328
C -0.506 1.271 0.316
H 2.103 0.413 1.072
H 1.596 -1.163 0.523
H 2.562 -0.179 -0.577
H 0.289 -1.450 -1.356
H -1.992 -1.474 -0.391
H -2.641 0.706 0.730
H -0.439 2.275 0.743

Output
2S+1: 1
SMILES string: Cc1cc[nH]c1
energy relative to the best compared isomer or geometry (same formula, charge and spin): 37.8 kcal/mol
E_HOMO: -0.28788 hartree
LUMO energy: 1.04 eV


No. 14
Here is an isolated molecule of C5H7N at a distorted geometry from the Open Molecules 2025 dataset. Energies are from ωB97M-V/def2-TZVPD.

Positions of all 13 atoms, in Å:
N 1.422 -0.931 1.697
C 1.774 -0.368 0.745
C 1.343 0.334 -0.466
C -0.141 0.523 -0.060
C -0.843 -0.501 0.722
C -1.352 0.122 -0.779
H 1.482 -0.290 -1.356
H 1.823 1.302 -0.635
H -0.298 1.491 0.414
H -1.185 -0.301 1.744
H -0.659 -1.562 0.564
H -1.342 -0.737 -1.442
H -2.023 0.918 -1.148

Output
2S+1: 1
SMILES string: N#CCC1CC1
energy relative to the best compared isomer or geometry (same formula, charge and spin): 63.5 kcal/mol
E_HOMO: -0.36200 hartree
LUMO energy: 0.98 eV


No. 15
Here is an isolated molecule of C5H7N from the Open Molecules 2025 dataset. Energies are from ωB97M-V/def2-TZVPD.

Positions of all 13 atoms, in Å:
C 1.181 -0.421 0.626
C 0.650 0.768 -0.176
C 0.472 -0.643 -0.663
C -1.072 -0.454 -0.504
N -1.495 0.027 0.803
C -0.890 0.962 -0.109
H 2.264 -0.476 0.649
H 0.768 -0.892 1.524
H 1.292 1.509 -0.645
H 0.919 -1.117 -1.528
H -1.809 -0.923 -1.144
H -0.851 -0.205 1.552
H -1.428 1.866 -0.384

Output
2S+1: 1
SMILES string: C1[C@@H]2[C@H]1[C@@H]1N[C@H]21
energy relative to the best compared isomer or geometry (same formula, charge and spin): 83.4 kcal/mol
E_HOMO: -0.32236 hartree
LUMO energy: 1.20 eV


No. 16
Here is a structure of composition C5H7N at a distorted geometry from the Open Molecules 2025 dataset. Energies are from ωB97M-V/def2-TZVPD.

Positions of all 13 atoms, in Å:
C 2.364 -1.092 -0.420
C 1.188 -0.461 -0.455
C 0.020 -0.134 -0.895
C -1.118 0.754 -0.455
C -1.832 0.493 0.831
N -0.941 1.633 0.715
H 0.652 -1.195 -1.387
H 2.449 -2.058 0.062
H 3.225 -0.640 -0.890
H -1.695 1.235 -1.245
H -1.516 -0.373 1.407
H -2.887 0.747 0.923
H -0.047 1.434 1.156

Output
2S+1: 1
energy relative to the best compared isomer or geometry (same formula, charge and spin): 137.7 kcal/mol
E_HOMO: -0.30311 hartree
LUMO energy: 0.75 eV


No. 17
Here is an isolated molecule of C5H7N at a distorted geometry from the Open Molecules 2025 dataset. Energies are from ωB97M-V/def2-TZVPD.

Positions of all 13 atoms, in Å:
C 0.855 -1.522 -0.384
C 1.036 -0.268 -0.813
C 0.513 0.827 0.036
C -0.894 1.296 0.189
N -1.726 0.145 0.068
C -0.623 0.168 1.036
H 0.607 -1.715 0.658
H 0.934 -2.377 -1.039
H 1.616 -0.076 -1.716
H 1.210 1.688 0.145
H -1.187 2.278 0.514
H -1.526 -0.390 -0.780
H -0.813 -0.054 2.085

Output
2S+1: 1
SMILES string: C=C[C@H]1[C@H]2N[C@@H]12
energy relative to the best compared isomer or geometry (same formula, charge and spin): 105.0 kcal/mol
E_HOMO: -0.33263 hartree
LUMO energy: 1.15 eV


No. 18
Here is an isolated molecule of C5H7N from the Open Molecules 2025 dataset. Energies are from ωB97M-V/def2-TZVPD.

Positions of all 13 atoms, in Å:
C 1.866 0.137 -0.187
C 0.422 0.198 0.215
C -0.433 1.384 0.072
C -1.722 0.787 -0.057
C -1.645 -0.594 -0.126
N -0.367 -0.985 0.027
H 2.397 -0.666 0.325
H 1.947 -0.025 -1.259
H 2.339 1.093 0.043
H 0.319 0.618 1.278
H -2.647 1.339 -0.140
H -2.424 -1.342 -0.254
H -0.052 -1.945 0.063

Output
2S+1: 1
energy relative to the best compared isomer or geometry (same formula, charge and spin): 71.5 kcal/mol
E_HOMO: -0.29549 hartree
LUMO energy: 0.71 eV